139
Properties=species:S:1:pos:R:3:lowdin_charge:R:1 method="wB97M-V/def2-TZVPD" fmax_ha_per_bohr=0.043 total_charge=+1 e_lumo_ha=-0.1653 orbital_gap_ev=7.39
N 3.79 -4.84 -0.03 0.063
C 2.57 -5.33 -0.61 -0.201
O 1.74 -4.20 -1.05 0.038
C 0.44 -4.37 -0.98 -0.520
O -0.14 -5.40 -0.93 0.170
C -0.35 -3.09 -1.14 -0.041
C -1.04 -3.00 -2.34 0.085
C -1.76 -1.87 -2.65 -0.137
C -2.46 -1.79 -3.99 -0.085
O -3.87 -2.01 -3.94 -0.083
C -4.32 -2.65 -2.77 -0.287
C -4.09 -4.00 -2.55 -0.006
C -4.57 -4.59 -1.39 -0.045
C -5.30 -3.84 -0.47 -0.058
C -5.53 -2.49 -0.69 -0.048
C -5.04 -1.90 -1.85 -0.019
N -1.80 -0.85 -1.77 0.006
C -2.57 0.36 -2.12 -0.156
C -1.70 1.58 -2.54 -0.214
C -0.28 1.24 -3.07 -0.527
S 1.07 1.87 -2.01 0.712
C -1.16 -0.92 -0.58 -0.532
Br -1.32 0.53 0.59 1.005
C -0.43 -2.06 -0.21 -0.191
P 0.31 -2.17 1.48 0.134
O 1.42 -1.03 1.51 -0.181
O 1.16 -3.51 1.62 -0.175
S -0.99 -2.06 2.86 0.376
H 4.02 -3.92 -0.38 0.073
H 3.69 -4.81 0.97 0.075
H 2.83 -5.90 -1.50 0.114
H 2.07 -5.95 0.12 0.132
H -0.98 -3.80 -3.06 0.151
H -2.31 -0.79 -4.38 0.137
H -1.96 -2.48 -4.66 0.145
H -3.53 -4.56 -3.28 0.129
H -4.35 -5.64 -1.25 0.096
H -5.69 -4.33 0.41 0.113
H -6.10 -1.90 0.00 0.112
H -5.24 -0.86 -2.02 0.115
H -3.28 0.16 -2.90 0.111
H -3.16 0.62 -1.25 0.094
H -1.69 2.30 -1.73 0.071
H -2.23 2.06 -3.35 0.117
H -0.17 1.76 -4.02 0.065
H -0.13 0.19 -3.26 0.059
H 0.44 2.91 -1.45 -0.136
H 2.13 -1.25 0.88 0.105
H 0.56 -4.26 1.73 0.093
C 1.87 2.36 2.13 -0.061
C 0.73 3.34 1.92 -0.236
O 0.18 3.79 3.16 0.038
C 0.90 4.73 3.80 -0.609
O 1.93 5.21 3.40 0.127
O 0.29 5.01 4.94 0.016
C 1.00 5.95 5.76 -0.021
H 1.55 1.54 2.77 0.078
H 2.21 1.96 1.17 0.064
H 2.71 2.85 2.62 0.083
H -0.10 2.86 1.40 0.053
H 1.05 4.19 1.32 0.126
H 1.25 6.85 5.20 0.082
H 1.91 5.49 6.15 0.102
H 0.36 6.21 6.59 0.098
C -5.85 -11.63 1.44 -0.063
C -5.08 -10.92 2.54 -0.204
O -3.86 -10.34 2.05 0.044
C -4.00 -9.20 1.39 -0.611
O -5.02 -8.60 1.19 0.120
O -2.78 -8.81 0.98 0.010
C -2.80 -7.62 0.19 -0.057
H -5.21 -12.36 0.94 0.083
H -6.72 -12.14 1.85 0.083
H -6.19 -10.92 0.69 0.075
H -4.78 -11.64 3.30 0.124
H -5.69 -10.16 3.03 0.124
H -3.33 -6.82 0.71 0.088
H -3.26 -7.82 -0.77 0.097
H -1.77 -7.33 0.04 0.077
C -6.36 -4.39 -9.57 -0.065
C -7.30 -3.20 -9.52 -0.206
O -7.62 -2.84 -8.17 0.043
C -6.69 -2.16 -7.52 -0.611
O -5.63 -1.79 -7.95 0.117
O -7.14 -1.93 -6.28 0.017
C -6.20 -1.25 -5.45 -0.038
H -6.77 -5.23 -9.01 0.082
H -6.20 -4.70 -10.60 0.082
H -5.39 -4.14 -9.14 0.072
H -8.25 -3.46 -9.99 0.124
H -6.89 -2.34 -10.05 0.124
H -5.85 -0.33 -5.92 0.101
H -5.35 -1.89 -5.22 0.072
H -6.71 -0.99 -4.52 0.096
C 4.97 4.89 10.33 -0.066
C 4.79 6.26 10.95 -0.209
O 5.44 7.28 10.18 0.042
C 4.79 7.67 9.09 -0.612
O 3.72 7.27 8.71 0.112
O 5.54 8.60 8.48 0.013
C 4.98 9.06 7.25 -0.050
H 6.03 4.68 10.17 0.082
H 4.56 4.12 10.98 0.080
H 4.47 4.83 9.37 0.071
H 5.27 6.29 11.93 0.123
H 3.74 6.51 11.09 0.123
H 3.96 9.41 7.39 0.089
H 5.02 8.27 6.50 0.099
H 5.59 9.90 6.91 0.099
C 4.15 -5.18 -4.32 -0.054
C 5.04 -4.45 -3.34 -0.223
O 6.11 -3.77 -4.00 0.048
C 5.78 -2.62 -4.58 -0.611
O 4.69 -2.11 -4.56 0.111
O 6.86 -2.13 -5.18 0.016
C 6.64 -0.92 -5.90 -0.030
H 4.74 -5.84 -4.95 0.089
H 3.39 -5.76 -3.80 0.065
H 3.64 -4.47 -4.98 0.077
H 5.51 -5.17 -2.67 0.125
H 4.48 -3.75 -2.73 0.104
H 6.17 -0.16 -5.28 0.095
H 6.03 -1.11 -6.78 0.100
H 7.62 -0.56 -6.22 0.096
C 2.41 9.35 3.10 -0.059
C 2.95 10.28 4.16 -0.208
O 4.15 10.94 3.75 0.037
C 3.97 11.97 2.92 -0.612
O 2.92 12.39 2.53 0.126
O 5.17 12.46 2.60 0.007
C 5.14 13.53 1.66 -0.037
H 3.19 8.65 2.78 0.086
H 1.56 8.79 3.47 0.070
H 2.10 9.90 2.21 0.077
H 3.22 9.70 5.04 0.102
H 2.20 11.01 4.47 0.128
H 4.47 14.32 2.00 0.096
H 4.84 13.17 0.68 0.098
H 6.16 13.92 1.61 0.094